# 1
ORCA calculation (ωB97M-V/def2-TZVPD) on a molecular structure, C32H44Br4N2O2SSi3Ti.

The geometry in XYZ format:
```
89
Properties=species:S:1:pos:R:3:forces:R:3
Ti -0.308072 -0.230319 -0.073510 2.599 0.465 0.924
Br -0.108653 0.467234 2.303101 -0.166 0.034 0.488
C 2.577522 2.343275 3.577770 0.025 -0.035 -0.050
Br 2.800314 3.276320 1.991884 -0.047 -0.003 0.081
H 3.132060 1.426083 3.688242 -0.008 0.038 -0.023
H 1.686346 2.552765 4.144251 0.021 0.018 -0.022
Br -0.763203 0.644181 -4.954864 0.079 -0.023 -0.080
C -2.090925 0.549804 -3.632385 -0.378 0.161 -0.274
C -3.430123 0.865483 -3.961648 0.275 -0.025 -0.087
C -4.411287 0.822364 -3.019838 -0.073 -0.038 0.159
Br -6.189510 1.232225 -3.521262 -0.036 0.014 0.006
C -4.114299 0.485380 -1.673042 -0.141 0.008 0.009
C -5.045143 0.400905 -0.607722 -0.073 0.059 -0.369
C -4.605244 0.095097 0.639307 0.278 -0.125 0.391
C -3.228563 -0.120468 0.868318 -0.349 0.047 0.252
N -2.342017 -0.065868 -0.094296 -1.299 0.086 -0.622
C -2.776802 0.212448 -1.369073 0.023 -0.020 -0.011
C -1.746514 0.194101 -2.358493 0.263 -0.139 0.445
O -0.539594 -0.160153 -1.952578 -0.819 0.086 -1.179
H -3.671977 1.136782 -4.979826 0.037 -0.006 -0.005
H -6.095147 0.579317 -0.798107 0.016 0.008 -0.027
H -5.290639 0.023225 1.472972 0.028 -0.003 -0.016
H -2.838891 -0.325519 1.857295 -0.054 0.000 0.032
C 2.962628 0.280695 -0.836701 -0.068 0.067 0.156
O 1.866246 -0.448440 -0.310401 -0.151 -0.176 -0.025
Si 1.907234 -2.050586 0.331491 -0.228 0.045 -0.356
C 3.163293 -3.034578 -0.627735 0.239 -0.089 -0.125
C 2.605248 -1.938682 2.036952 0.130 -0.005 0.360
C 0.130281 -2.381063 0.094940 -0.055 -0.376 0.085
Si -0.634187 -3.475222 1.390549 0.079 -0.009 -0.118
C 0.388140 -5.027661 1.689730 0.106 -0.143 0.049
C -2.361323 -4.023439 0.909221 -0.188 -0.136 -0.050
C -0.827595 -2.777516 3.111566 -0.043 0.077 0.221
Si -0.179830 -3.115815 -1.605824 0.033 -0.193 0.187
C 0.934606 -2.464444 -2.974415 0.090 0.096 -0.185
C -1.978151 -2.966935 -2.152939 -0.174 0.038 -0.132
C 0.145099 -4.974742 -1.685552 -0.034 -0.153 -0.021
H 2.925709 0.264497 -1.928494 0.005 0.012 -0.014
H 3.909600 -0.153850 -0.510846 -0.002 -0.012 -0.003
H 2.910151 1.307752 -0.473690 0.015 0.011 -0.006
H 4.163978 -2.876056 -0.214707 -0.016 -0.027 -0.042
H 3.182956 -2.793174 -1.689484 0.035 -0.023 0.024
H 2.935053 -4.100992 -0.534689 0.048 0.055 0.018
H 3.559939 -1.403420 1.979247 -0.020 -0.025 0.050
H 2.814423 -2.938112 2.430710 0.015 0.063 0.007
H 1.952721 -1.409785 2.728598 0.045 0.005 0.011
H 0.568028 -5.609799 0.786182 0.003 0.006 0.072
H -0.118599 -5.674555 2.414486 0.035 0.033 -0.041
H 1.362106 -4.767576 2.118976 -0.045 -0.027 -0.013
H -2.365711 -4.697285 0.049365 -0.048 0.035 0.044
H -3.008344 -3.176082 0.666012 0.009 -0.015 0.044
H -2.809789 -4.556452 1.754172 0.008 0.013 -0.049
H 0.094038 -2.350816 3.506568 -0.017 -0.021 0.032
H -1.117213 -3.620005 3.751027 -0.002 0.082 0.004
H -1.596646 -2.007967 3.190041 0.004 -0.010 0.003
H 1.410759 -1.509218 -2.756310 -0.008 -0.015 -0.013
H 0.335024 -2.321613 -3.878612 0.046 -0.004 0.026
H 1.706552 -3.203760 -3.199336 -0.015 0.035 -0.053
H -2.610708 -2.441094 -1.438039 0.005 -0.010 -0.013
H -2.396779 -3.969760 -2.275513 -0.028 0.058 -0.024
H -2.059344 -2.454868 -3.116579 0.001 -0.028 0.042
H 1.149146 -5.245473 -1.349425 -0.041 0.005 -0.058
H 0.052709 -5.281717 -2.734598 0.001 0.013 0.063
H -0.574257 -5.561227 -1.107893 0.054 0.018 -0.050
N 0.199988 2.020370 -0.497586 -0.020 0.363 -0.168
S -0.839836 3.141840 -1.033739 0.156 -0.340 -0.259
C 0.010233 4.721053 -0.973750 0.103 0.101 0.149
C 1.379615 4.729472 -1.181534 0.039 0.109 0.036
C 2.055371 5.943814 -1.194686 -0.035 -0.002 -0.006
C 1.361899 7.130367 -1.004242 -0.003 -0.036 -0.002
C -0.012777 7.108206 -0.803394 -0.001 -0.017 -0.005
C -0.696439 5.902020 -0.789796 0.025 0.033 -0.056
C -1.952023 3.343091 0.312153 -0.041 0.019 0.138
C -3.306362 3.383380 0.024717 -0.071 0.033 0.099
C -4.205751 3.559937 1.070437 0.031 0.014 -0.041
C -3.732945 3.688117 2.367331 0.047 0.002 0.020
C -2.366764 3.639407 2.635670 -0.050 -0.010 0.040
C -1.459781 3.466285 1.606060 -0.072 0.010 -0.040
H 0.769259 1.812337 -1.321169 -0.105 -0.112 -0.048
H 1.921832 3.801167 -1.306847 -0.035 -0.021 0.028
H 3.126716 5.959337 -1.348829 -0.014 -0.005 0.007
H 1.892188 8.073961 -1.007028 -0.007 -0.017 -0.005
H -0.554919 8.032155 -0.648753 0.009 -0.011 0.000
H -1.766467 5.883748 -0.623403 0.006 -0.009 0.006
H -3.652160 3.275057 -0.997038 0.019 0.010 0.016
H -5.268880 3.592460 0.869481 0.014 0.001 -0.003
H -4.433461 3.824617 3.181670 0.011 -0.002 -0.003
H -2.012116 3.727027 3.654590 -0.004 -0.008 -0.020
H -0.393846 3.402146 1.786037 -0.030 0.018 -0.012
```
Forces are in eV/Å.

⟨S²⟩: 2.013
HOMO-LUMO gap (spin up / spin down) in Eh: 0.24701 / 0.27176
2S+1: 3
Energy in Eh: -13918.144880
HOMO energy (spin up / spin down) in eV: -7.22 / -8.01

# 2
ORCA calculation (ωB97M-V/def2-TZVPD) on a molecular structure, C32H44BrN3P2Zn.

The geometry in XYZ format:
```
83
Properties=species:S:1:pos:R:3:forces:R:3
C -1.759127 -4.197555 -6.378001 0.124 0.350 -0.287
C -1.212986 -2.913940 -6.148797 -0.493 -0.251 -0.688
C -1.092297 -2.032761 -7.244604 -0.035 -0.331 -0.104
C -1.478367 -2.479545 -8.512695 0.057 0.001 0.636
N -1.966651 -3.701077 -8.718034 -0.090 -0.002 -0.274
C -2.113403 -4.536924 -7.693261 0.155 0.304 0.416
C -0.732242 -2.466064 -4.870236 1.603 0.601 0.160
C -0.001202 -1.988444 -4.007333 -1.667 -1.440 -2.148
C 0.398536 -1.696286 -2.708168 -0.024 0.814 0.406
C -0.634512 -1.867584 -1.771011 -0.036 0.180 0.704
C -0.414744 -1.476103 -0.455809 -0.329 -0.537 -1.157
C 0.834265 -0.928905 -0.180211 -0.150 -0.359 -0.325
C 1.925134 -0.935492 -1.011768 0.202 0.309 -1.009
C 1.656208 -1.177843 -2.368023 0.193 -0.315 0.705
Zn 0.222259 -0.004525 1.466053 1.519 -1.295 1.923
P -1.681910 0.999991 2.161384 -1.047 0.525 0.132
H -0.682185 -1.031188 -7.119781 -0.111 -0.286 0.047
H -1.891020 -4.930451 -5.583832 0.092 0.290 -0.094
H -1.386886 -1.821135 -9.383682 -0.042 -0.302 0.314
H -2.533692 -5.521527 -7.934761 0.212 0.412 0.207
H 2.423934 -0.983684 -3.123559 -0.329 -0.361 0.202
H -1.604234 -2.267613 -2.097671 0.559 0.218 0.187
H 2.934739 -0.684906 -0.661929 -0.620 0.010 -0.160
H -1.236994 -1.580394 0.247705 0.252 -0.047 0.149
C -1.313900 1.927953 3.701950 0.398 0.137 0.000
C -1.853333 3.354307 3.792606 -0.090 0.203 0.180
H -0.213908 1.927806 3.792836 -0.373 0.034 0.142
H -1.703869 1.324431 4.539543 0.171 0.049 -0.353
H -1.598854 3.754297 4.783147 -0.098 -0.020 -0.286
H -1.399356 4.016335 3.043698 -0.124 -0.147 0.178
H -2.945626 3.394492 3.687013 0.338 0.027 -0.014
C -1.957204 2.122656 0.713287 0.488 0.295 0.252
C -3.103362 1.790959 -0.232784 -0.274 -0.050 -0.127
H -1.029086 2.023259 0.128237 -0.396 0.212 0.174
H -2.001506 3.153167 1.094042 -0.115 -0.197 -0.262
H -3.003255 2.434876 -1.113047 -0.133 -0.143 0.114
H -3.054378 0.748612 -0.582595 -0.051 0.295 0.110
H -4.091653 1.977027 0.205404 0.283 -0.118 -0.099
C -3.301333 0.190383 2.471715 0.232 -0.553 -0.201
C -4.393844 1.098586 3.043167 -0.140 0.129 0.056
H -3.106762 -0.663282 3.143372 -0.140 0.273 -0.266
H -3.631796 -0.226162 1.506977 0.132 0.007 0.310
H -5.329278 0.527236 3.087466 0.216 0.139 0.028
H -4.169017 1.442314 4.059835 -0.012 -0.108 -0.237
H -4.582371 1.979331 2.414753 0.096 -0.218 0.158
Br 2.740333 0.217039 1.944891 -1.015 0.091 0.452
P 2.848839 3.256118 -0.517761 0.248 -2.250 0.894
C 1.396725 3.319237 0.601032 -0.095 0.286 -0.227
C 0.982670 4.783300 0.837088 -0.150 0.401 0.207
H 1.662583 2.796794 1.534917 0.054 0.158 -0.383
H 0.584237 2.753521 0.112155 0.595 0.296 0.053
H -0.108302 4.899139 0.875406 0.285 -0.086 -0.033
H 1.382531 5.144796 1.791347 -0.026 0.006 -0.279
H 1.357916 5.440324 0.037560 -0.269 -0.093 0.318
C 4.272120 2.527432 0.414169 0.726 0.723 0.250
C 5.683762 2.993360 0.020499 -0.063 0.348 -0.152
H 4.221549 1.424217 0.339665 -0.406 0.662 -0.185
H 4.106637 2.791866 1.473093 -0.129 -0.128 -0.427
H 6.402815 2.582474 0.742402 -0.228 0.126 -0.239
H 5.965002 2.635834 -0.978833 -0.038 0.204 0.231
H 5.743937 4.094231 0.058192 0.175 -0.479 -0.091
C 2.482724 2.112605 -1.901944 -0.055 0.434 -0.686
C 2.604837 2.736627 -3.306875 -0.069 0.026 -0.287
H 1.466318 1.729355 -1.749323 0.190 0.102 0.073
H 3.173317 1.266528 -1.805668 -0.012 0.325 0.125
H 2.561875 1.946307 -4.071090 0.035 0.229 0.287
H 1.777168 3.428510 -3.518746 0.292 -0.144 0.145
H 3.552440 3.276957 -3.435628 -0.258 -0.177 0.023
N 1.648149 -4.027548 2.475948 0.228 0.386 -0.078
C 1.465884 -2.847786 1.837921 -0.662 -0.310 1.262
N 0.494701 -2.134035 2.404224 0.608 0.698 -0.674
C 0.050331 -2.855961 3.508871 0.208 -0.800 -0.343
C -1.009693 -2.639394 4.389596 0.016 -0.269 0.126
C -1.318961 -3.658308 5.306120 0.074 0.725 -0.404
C -0.577156 -4.852620 5.347948 0.421 -0.030 -0.380
C 0.491683 -5.071049 4.462347 -0.532 -0.169 0.752
C 0.781893 -4.059595 3.569231 -0.291 0.132 -0.586
H 2.317163 -4.730615 2.175380 -0.277 0.210 0.347
H 2.116108 -2.531003 1.032292 -0.320 -0.152 0.144
H -1.558476 -1.698280 4.297740 -0.013 -0.411 0.329
H -2.160028 -3.519653 5.991040 0.360 -0.080 -0.225
H -0.864770 -5.615827 6.074258 0.211 0.212 -0.299
H 1.072203 -5.989522 4.447940 -0.221 0.065 0.163
```
Forces are in eV/Å.

HOMO-LUMO gap (spin up / spin down) in Eh: 0.16842 / 0.19485
Energy in Eh: -6445.416129
Total charge: +2
HOMO energy (spin up / spin down) in eV: -13.17 / -13.14

The following strongest force on any atom values (in Eh/bohr) correspond, in order, to the records above: 0.05440, 0.05984.
The following relative energy (zero: lowest compared OMol25 entry of this formula, charge and spin) values (in kcal/mol) correspond, in order, to the records above: 0.0, 34.9.